Below is a molecular structure, C34H79Br2F4NO12S, with properties calculated with ωB97M-V with the def2-TZVPD basis set.

## Properties
E_HOMO ... -8.62 eV
LUMO energy ... 0.12 eV
HOMO-LUMO gap ... 0.3211 Eh

Last column: Mulliken charge in e.
Geometry (Å):
C  3.21735  0.89413  3.62210  -0.748
C  3.16271  0.00565  2.37133  0.211
Br  4.82836  0.33672  1.39526  -0.179
C  1.92847  0.27514  1.45750  -0.458
Br  2.29619  -0.37507  -0.35061  -0.096
C  0.71296  -0.51135  1.98154  -1.762
N  0.54668  -0.42920  3.43898  0.117
C  -0.67972  -1.11919  3.70444  -0.662
O  -0.99762  -1.52477  4.79048  -0.565
C  -1.53947  -1.19524  2.42611  2.445
C  -2.93211  -0.68079  2.84630  -2.251
C  -2.97198  0.59206  3.65373  -0.087
O  -4.02527  1.09659  3.98630  -0.637
C  -1.65432  -2.67260  1.94437  -1.131
C  -0.64996  -3.68235  2.52928  -0.845
C  -0.56578  -4.96460  1.66002  -0.698
S  -1.25451  -6.39034  2.55559  -0.213
C  -0.74881  -0.22527  1.49928  0.941
C  -1.06861  -0.16094  0.01773  0.817
F  -0.66925  -1.26460  -0.67293  -0.268
F  -0.42640  0.93915  -0.49673  -0.354
C  -2.52398  0.06888  -0.41114  0.163
F  -3.27621  -1.04489  -0.17965  -0.208
F  -3.06657  1.09952  0.27969  -0.313
H  3.97841  1.66359  3.53273  0.493
H  3.48156  0.26820  4.47825  0.233
H  2.25387  1.33658  3.87429  -0.166
H  3.13675  -1.05405  2.61696  0.478
H  1.76231  1.34960  1.37061  0.577
H  0.94593  -1.55118  1.74044  0.437
H  0.38835  0.54100  3.71525  0.225
H  -3.57751  -0.50232  1.98650  0.215
H  -3.44458  -1.43884  3.44598  1.132
H  -2.03294  1.08688  3.96897  0.515
H  -2.65641  -3.03691  2.18107  0.482
H  -1.58012  -2.69423  0.85724  0.095
H  0.35336  -3.26298  2.60354  0.234
H  -0.98312  -3.96914  3.52680  0.720
H  -1.10183  -4.82021  0.72122  0.334
H  0.47381  -5.18391  1.41915  0.467
H  -0.46087  -7.36452  2.10540  0.115
H  -0.97565  0.78106  1.87357  0.243
H  -2.54440  0.29148  -1.48226  0.024
C  -2.51654  -10.57989  5.34533  -1.032
C  -2.79651  -9.77121  4.09295  -0.200
O  -1.60072  -9.41607  3.40421  -0.451
H  -1.86419  -10.02271  6.01805  0.277
H  -3.44196  -10.81717  5.87177  0.319
H  -2.01634  -11.51907  5.09631  0.326
H  -3.28151  -8.82951  4.34524  0.255
H  -3.46244  -10.32280  3.42103  0.266
H  -1.14949  -10.22680  3.14985  0.263
C  -1.08614  1.81261  -3.76244  -0.799
C  -0.34789  3.03518  -4.27176  -0.317
O  -0.88595  3.53036  -5.49387  -0.530
H  -1.07513  1.01606  -4.50741  0.301
H  -0.62735  1.44107  -2.84701  0.137
H  -2.13073  2.06295  -3.55405  0.397
H  0.69269  2.79421  -4.48526  0.287
H  -0.35976  3.82425  -3.51134  0.246
H  -1.80746  3.76514  -5.34628  0.291
C  0.44340  5.28228  4.76355  -1.293
C  1.14618  3.96112  4.52740  -0.280
O  0.25400  2.96638  4.01993  -0.321
H  -0.38464  5.15376  5.46075  0.301
H  1.13414  6.02022  5.17214  0.387
H  0.03632  5.67741  3.82973  0.381
H  1.53743  3.56022  5.46073  0.337
H  1.98337  4.08604  3.83332  0.279
H  -0.11132  3.29454  3.19150  0.194
C  8.58005  2.00826  -2.17406  -0.685
C  7.85713  0.90466  -1.42161  -0.228
O  7.39445  1.34294  -0.15435  -0.476
H  9.42309  2.37362  -1.58524  0.302
H  8.95767  1.64739  -3.13376  0.358
H  7.90856  2.84859  -2.35777  -0.127
H  8.53632  0.07419  -1.22705  0.345
H  7.01921  0.51992  -2.01597  0.216
H  6.77745  2.07933  -0.29976  0.295
C  1.60026  5.91142  -5.79313  -0.917
C  2.08291  6.24336  -4.39517  -0.132
O  3.44528  6.67271  -4.36803  -0.501
H  2.22287  5.13525  -6.24004  0.219
H  0.57017  5.55657  -5.77048  0.235
H  1.65239  6.79203  -6.43862  0.399
H  2.03987  5.36085  -3.75670  0.176
H  1.44754  7.01270  -3.94352  0.288
H  3.52160  7.46112  -4.91378  0.265
C  -2.65360  -3.31498  -3.20335  -0.733
C  -3.79358  -2.40702  -3.62381  -0.194
O  -4.84300  -2.38775  -2.65782  -0.580
H  -3.01847  -4.33004  -3.04513  0.292
H  -1.87088  -3.33678  -3.96292  0.367
H  -2.20935  -2.96947  -2.26635  -0.005
H  -4.24445  -2.75890  -4.55041  0.358
H  -3.42858  -1.38709  -3.79395  0.149
H  -4.47253  -2.07427  -1.82670  0.254
C  6.23341  6.05021  0.14739  -1.201
C  6.84505  4.67030  -0.00073  -0.117
O  5.89526  3.71612  -0.47057  -0.324
H  5.38596  6.01858  0.83334  0.262
H  6.96606  6.76252  0.52895  0.369
H  5.87072  6.41736  -0.81586  0.310
H  7.19423  4.29706  0.96091  0.347
H  7.70219  4.70334  -0.68150  0.250
H  5.58534  4.00185  -1.33911  0.114
C  6.92884  4.14656  -5.78795  -1.016
C  6.23096  3.13206  -4.90335  -0.310
O  5.84870  3.69449  -3.64837  -0.426
H  7.81356  4.54096  -5.28686  0.269
H  7.23413  3.69455  -6.73257  0.371
H  6.26541  4.98619  -6.00769  0.267
H  6.89587  2.30269  -4.67016  0.246
H  5.34838  2.72631  -5.40821  0.314
H  5.24414  4.42438  -3.83440  0.226
C  -8.53642  -4.35855  -3.87011  -0.986
C  -8.11528  -4.60236  -2.43204  -0.186
O  -6.70480  -4.68508  -2.29144  -0.452
H  -8.15654  -5.15186  -4.51484  0.253
H  -9.62337  -4.32318  -3.96184  0.343
H  -8.13193  -3.41070  -4.23294  0.294
H  -8.51131  -5.55349  -2.07673  0.294
H  -8.51094  -3.81278  -1.78235  0.231
H  -6.32495  -3.84783  -2.58586  0.256
C  -7.65806  -0.86642  2.77139  -0.990
C  -7.22569  -1.24509  4.17642  -0.239
O  -5.81264  -1.22202  4.32547  -0.433
H  -7.20848  -1.54191  2.04225  0.204
H  -8.74336  -0.91302  2.66772  0.381
H  -7.33472  0.14919  2.53100  0.291
H  -7.53797  -2.26264  4.40944  0.286
H  -7.68862  -0.57665  4.91085  0.283
H  -5.50606  -0.32498  4.14067  0.193